This record from the Open Molecules 2025 dataset describes a single C8H11NOSi molecule in a non-equilibrium geometry. The level of theory is ωB97M-V/def2-TZVPD.

The geometry in XYZ format:
```
22
Properties=species:S:1:pos:R:3:lowdin_charge:R:1
C 0.870 1.659 -0.962 0.002
C 1.629 0.608 -0.292 -0.519
N 2.885 0.492 -0.268 -0.066
Si 3.619 -0.930 0.415 0.573
O 0.923 -0.469 0.177 -0.072
C -0.533 -0.438 0.242 -0.221
C -1.200 0.297 1.287 0.017
C -2.654 0.372 1.113 -0.083
C -3.354 -0.324 0.136 -0.115
C -2.666 -1.050 -0.813 -0.079
C -1.265 -1.125 -0.741 -0.009
H -0.065 1.817 -0.494 0.062
H 0.755 1.545 -1.978 0.069
H 1.491 2.593 -0.943 0.117
H 3.963 -2.137 -0.285 -0.104
H 4.979 -0.387 0.663 -0.090
H 2.843 -1.148 1.667 -0.059
H -0.757 0.921 2.083 0.120
H -3.150 0.983 1.908 0.110
H -4.462 -0.091 0.126 0.125
H -3.226 -1.569 -1.526 0.086
H -0.623 -1.618 -1.514 0.136
```

Values from the calculation:
Electronic energy ... -730.87658 Ha
ΔE to the lowest compared entry with this formula, charge and spin ... 3.331 eV
2S+1 ... 1
Charge ... 0
LUMO ... 0.8 eV
HOMO ... -9.4 eV